Here is C20H56CuO16S8 as an isolated structure at a distorted geometry from the Open Molecules 2025 dataset. Energies are from ωB97M-V/def2-TZVPD.

```
101
Properties=species:S:1:pos:R:3:mulliken_spin:R:1
Cu -0.1867 0.7047 -0.2189 0.928
O -0.5356 0.5773 2.2119 -0.003
S -1.0756 0.6016 3.5752 0.000
O -2.2603 -0.1804 3.9216 0.000
O 0.1304 0.2223 4.7133 0.000
C 1.3796 0.7826 4.6257 0.000
C 2.3618 0.1718 5.6313 0.000
C -1.4057 2.3730 4.1846 0.000
H 1.4006 1.8637 4.7628 0.000
H 1.6692 0.6210 3.5874 0.000
H 2.3249 -0.9169 5.6698 0.000
H 2.1574 0.4306 6.6702 0.000
H 3.3810 0.5512 5.5573 0.000
H -1.7378 2.4033 5.2223 0.000
H -2.2107 2.7911 3.5802 0.000
H -0.5149 2.9954 4.0990 0.000
O 3.3943 -1.8335 0.1547 0.000
S 2.9790 -0.8219 1.0915 0.000
O 1.8849 0.0529 0.7219 0.002
O 2.5925 -1.5142 2.5351 0.000
C 3.5777 -2.3160 3.0761 0.000
C 2.9833 -3.4678 3.8230 0.000
C 4.4350 0.2447 1.6033 0.000
H 4.1760 -1.7451 3.7861 0.000
H 4.2929 -2.6590 2.3285 0.000
H 3.7142 -3.9268 4.4886 0.000
H 2.3651 -4.1949 3.2964 0.000
H 2.2511 -2.9645 4.4545 0.000
H 4.7285 0.7975 0.7109 0.000
H 5.2868 -0.3991 1.8226 0.000
H 3.9765 0.8712 2.3684 0.000
O 1.0844 -3.6275 0.8307 0.000
S -0.1849 -2.9735 1.1339 0.001
O -0.3809 -1.5651 0.7516 0.006
O -1.4110 -3.8815 0.3351 0.000
C -1.6492 -5.2084 0.7766 0.000
C -1.9457 -6.0531 -0.4484 0.000
C -0.6916 -3.1336 2.8377 0.000
H -2.4784 -5.0925 1.4744 0.000
H -0.7382 -5.5697 1.2538 0.000
H -2.7359 -5.5661 -1.0199 0.000
H -2.2023 -7.0746 -0.1676 0.000
H -1.0556 -6.1019 -1.0756 0.000
H -0.7950 -4.1881 3.0935 0.000
H -1.6870 -2.6895 2.8410 0.000
H 0.0718 -2.7357 3.5063 0.000
O 1.2662 1.9832 -1.3542 -0.001
S 2.4522 2.3574 -2.1465 0.000
O 3.7732 2.0067 -1.7012 0.000
O 2.2240 1.5953 -3.6398 0.002
C 3.1822 1.8896 -4.6701 0.000
C 2.2993 2.2699 -5.8538 0.000
C 2.3346 4.1645 -2.5512 0.001
H 3.7829 1.0052 -4.8827 0.000
H 3.8655 2.7248 -4.5162 0.000
H 1.5607 1.4941 -6.0555 0.000
H 2.9344 2.5480 -6.6949 0.000
H 1.8054 3.2292 -5.6993 0.000
H 1.3202 4.3562 -2.9012 0.000
H 3.0646 4.3889 -3.3288 0.000
H 2.5657 4.7399 -1.6547 0.000
C -4.4914 -0.3699 1.6155 0.001
S -3.7025 -0.1253 -0.0263 0.003
O -2.2018 0.0911 0.1407 -0.007
C -3.8601 -1.8856 -0.5688 -0.001
H -3.8527 -1.0627 2.1634 0.000
H -5.5081 -0.7497 1.5149 0.000
H -4.5397 0.5990 2.1124 0.000
H -2.9312 -2.1624 -1.0675 0.000
H -4.7622 -2.0084 -1.1683 0.000
H -3.9341 -2.4582 0.3557 0.000
C -1.2816 3.0074 -4.1260 -0.001
S -1.6041 1.3135 -3.5505 0.002
O -1.2593 1.1669 -2.0520 -0.004
C -3.3872 1.4422 -3.8636 0.001
H -1.7552 3.7626 -3.4987 0.000
H -1.6702 3.0024 -5.1443 0.000
H -0.2187 3.2462 -4.1636 0.000
H -3.8709 0.5397 -3.4899 0.000
H -3.6713 1.4995 -4.9143 0.000
H -3.7747 2.3118 -3.3327 0.000
C -1.6327 4.9143 1.2465 0.004
S -1.9567 3.7641 -0.2215 0.010
O -1.1684 2.4654 0.1810 0.024
C -3.7696 3.3862 -0.0222 -0.001
H -2.2466 5.8098 1.3424 0.001
H -0.5776 5.1622 1.1306 0.000
H -1.7518 4.3542 2.1739 0.000
H -4.0463 2.8664 0.8950 0.000
H -4.2400 2.8700 -0.8591 0.000
H -4.3251 4.3238 -0.0036 0.001
C 2.2224 -1.5927 -3.8642 0.004
S 1.0558 -1.8578 -2.4532 -0.003
O 0.5758 -0.5575 -1.8007 0.029
C -0.3219 -2.4416 -3.5799 0.001
H 2.1647 -2.4795 -4.4953 0.000
H 3.2071 -1.2798 -3.5170 0.000
H 1.6861 -0.7885 -4.3679 0.000
H -1.1912 -2.5139 -2.9263 0.000
H -0.1549 -3.3946 -4.0819 0.000
H -0.3993 -1.5785 -4.2410 0.000
```

- Lowest unoccupied orbital energy (spin up / spin down): -3.85 / -6.64 eV
- Max |F|: 4.3 eV Å⁻¹
- Net charge: +2
- Total energy: -185708.9333 eV
- Expectation value of S²: 0.75
- Orbital gap (spin up / spin down): 9.6 / 6.7 eV
- HOMO energy (spin up / spin down): -13.41 / -13.38 eV
- 2S+1: 2

Here is a 7-piece molecular cluster, C20H56N2O13 overall at a distorted geometry from the Open Molecules 2025 dataset. Energies are from ωB97M-V/def2-TZVPD.

```
91
Properties=species:S:1:pos:R:3:lowdin_charge:R:1
C -0.9766 -3.5962 4.5659 -0.122
O 0.0377 -2.6379 4.4985 -0.171
C 0.0134 -1.8958 3.2943 -0.233
C 1.0230 -0.7769 3.4012 -0.191
N 2.4094 -1.2557 3.4973 -0.027
C 3.0645 -1.3067 2.1826 -0.214
C 4.0767 -2.4043 2.1083 -0.253
O 3.4685 -3.6215 2.4549 -0.199
C 4.4129 -4.6526 2.6513 -0.105
H -0.8935 -4.0610 5.5489 0.088
H -0.8491 -4.3892 3.8160 0.085
H -1.9664 -3.1404 4.4506 0.089
H -0.9902 -1.4754 3.1177 0.117
H 0.2144 -2.5427 2.4220 0.121
H 0.8000 -0.2719 4.3472 0.110
H 0.8614 0.0118 2.6680 0.100
H 2.3621 -2.2250 3.7972 0.088
H 3.5509 -0.3483 1.9685 0.123
H 2.3370 -1.4214 1.3621 0.099
H 4.9179 -2.2039 2.7964 0.128
H 4.5560 -2.4454 1.1180 0.125
H 3.8580 -5.5895 2.6944 0.086
H 4.9060 -4.5283 3.6207 0.092
H 5.1171 -4.6752 1.8169 0.086
C -0.1979 -0.5303 -0.2687 -0.246
C 0.3939 0.8347 -0.5234 -0.234
O 1.7166 0.7631 -1.0025 -0.074
O -1.3090 -0.4159 0.5919 -0.065
H 0.5727 -1.1928 0.1370 0.113
H -0.5405 -0.9903 -1.2112 0.078
H 0.4228 1.3361 0.4491 0.101
H -0.2097 1.4522 -1.1977 0.129
H 1.6497 0.4814 -1.9279 0.032
H -1.4284 -1.2473 1.0627 0.045
C -3.6614 2.6556 -1.6621 -0.261
C -5.0728 3.1375 -1.8942 -0.257
O -5.0444 4.0145 -3.0150 -0.069
O -3.6290 1.7416 -0.5777 -0.062
H -3.0678 3.5431 -1.3941 0.120
H -3.1968 2.2731 -2.5754 0.122
H -5.3984 3.6445 -0.9788 0.123
H -5.7522 2.2987 -2.0860 0.121
H -5.9483 4.2996 -3.1724 0.082
H -3.1122 0.9791 -0.8506 0.060
C -2.9374 -2.8504 -1.2677 -0.234
C -1.9272 -3.6358 -0.4371 -0.226
O -2.0320 -3.3491 0.9591 -0.073
O -3.1487 -3.5626 -2.4810 -0.065
H -2.5777 -1.8286 -1.4156 0.098
H -3.8682 -2.8137 -0.6882 0.125
H -0.9015 -3.4211 -0.7639 0.100
H -2.0086 -4.7047 -0.6637 0.128
H -2.4728 -4.0970 1.3700 0.094
H -3.5086 -2.9659 -3.1425 0.086
C -0.7422 2.2584 2.9646 -0.256
C -1.5844 3.4925 2.7829 -0.247
O -0.8829 4.6807 3.0803 -0.050
O -0.7212 1.8470 4.3288 -0.063
H 0.2751 2.3935 2.5760 0.115
H -1.1616 1.4643 2.3419 0.101
H -2.4606 3.3459 3.4246 0.125
H -2.0160 3.4993 1.7702 0.115
H -1.3426 5.1980 3.7440 0.086
H -0.0358 2.3484 4.7794 0.091
C 1.8645 4.9262 -1.0489 -0.233
C 2.3179 4.1097 0.1228 -0.258
O 1.9783 4.7512 1.3271 -0.053
O 0.4325 5.0216 -0.9562 -0.075
H 2.1161 4.4297 -1.9955 0.110
H 2.3117 5.9240 -1.0411 0.120
H 3.4104 4.0370 0.0814 0.126
H 1.9741 3.0739 0.0286 0.095
H 1.0557 5.0323 1.3101 0.067
H 0.1011 5.3984 -1.7751 0.081
C 0.8631 -2.1299 -3.1616 -0.042
C -0.0833 -1.2787 -4.0083 -0.421
C 0.6089 -0.0983 -4.6511 -0.185
O 1.3476 0.6489 -3.6864 -0.237
C 2.3878 1.3986 -4.2753 -0.083
N -0.7054 -2.0708 -5.0817 0.035
H 1.5340 -2.7337 -3.7723 0.088
H 0.3080 -2.7807 -2.4823 0.062
H 1.4831 -1.5121 -2.5070 0.067
H -0.9002 -0.9004 -3.3893 0.123
H -0.1269 0.5971 -5.0772 0.137
H 1.2447 -0.4004 -5.4928 0.129
H 2.7222 2.1601 -3.5696 0.086
H 2.0164 1.9317 -5.1561 0.094
H 3.2484 0.7650 -4.5057 0.099
H -0.8756 -3.0098 -4.7335 0.068
H -0.0781 -2.2139 -5.8670 0.068
```

- Lowest unoccupied orbital energy: 0.46 eV
- Max |F|: 1.5 eV Å⁻¹
- Total energy: -51241.2712 eV
- Energy relative to the best compared isomer or geometry (same formula, charge and spin): 5.3 kcal per mole
- Orbital gap: 8.7 eV
- SMILES: COC[C@H](C)N.COCCNCCOC.OCCO.OCCO.OCCO.OCCO.OCCO
- HOMO energy: -8.27 eV
- 2S+1: 1

Here is C20H56N4NaO10P as an isolated structure at a distorted geometry from the Open Molecules 2025 dataset. Energies are from ωB97M-V/def2-TZVPD.

```
92
Properties=species:S:1:pos:R:3:lowdin_charge:R:1
Na -1.0432 0.9092 0.5063 0.304
P -2.5650 2.2387 -1.5119 -0.118
O -3.4971 2.6161 -0.3540 -0.415
O -2.2634 0.7548 -1.5001 -0.433
O -1.2684 3.0476 -1.2293 -0.425
O -3.0974 2.6582 -2.9083 -0.507
C 1.8529 -1.6604 2.1507 -0.045
C 1.6290 -1.2168 0.7370 -0.457
C 2.4567 -2.0443 -0.2153 -0.130
O 3.9209 -1.9330 0.1646 -0.214
C 4.8005 -2.7724 -0.5390 -0.147
N 0.2758 -1.2783 0.3630 0.094
H 2.9124 -1.8033 2.3630 0.080
H 1.3111 -2.5906 2.3213 0.081
H 1.3788 -1.0430 2.9137 0.060
H 2.0919 -0.2355 0.6328 0.123
H 2.3746 -1.8458 -1.2839 0.107
H 2.2242 -3.1063 -0.1367 0.105
H 4.8060 -3.7963 -0.1653 0.072
H 5.8178 -2.4366 -0.3375 0.076
H 4.5813 -2.7563 -1.6066 0.080
H -0.1646 -2.1780 0.4926 0.060
H 0.2770 -1.1112 -0.6331 0.042
C 1.7567 -0.3213 -4.4469 -0.066
C 0.3238 -0.5952 -4.0201 -0.418
C -0.0266 -1.9804 -4.5049 -0.159
O -0.1575 -1.9884 -6.0246 -0.187
C -0.1767 -3.3651 -6.4800 -0.131
N 0.2276 -0.3501 -2.5738 0.082
H 2.0625 0.6926 -4.1889 0.073
H 1.7668 -0.3666 -5.5359 0.069
H 2.3952 -1.1001 -4.0299 0.069
H -0.3642 0.0254 -4.5942 0.151
H -0.9782 -2.2658 -4.0566 0.117
H 0.6890 -2.6987 -4.1048 0.105
H -0.1659 -3.5136 -7.5598 0.069
H -1.0134 -3.9255 -6.0629 0.078
H 0.7739 -3.8323 -6.2225 0.069
H -0.6978 -0.1863 -2.2038 0.031
H 0.6696 0.5269 -2.3378 0.057
C -3.8478 -2.9374 1.2748 -0.083
C -3.0014 -2.1794 0.3030 -0.437
C -2.3566 -3.0785 -0.7677 -0.148
O -1.1696 -3.7242 -0.2645 -0.239
C -0.1799 -4.1655 -1.1713 -0.110
N -3.8731 -1.1271 -0.2667 0.070
H -3.4360 -3.8602 1.6833 0.070
H -4.8710 -3.0647 0.9213 0.071
H -3.9394 -2.1562 2.0293 0.066
H -2.1915 -1.7296 0.8773 0.113
H -1.9862 -2.3659 -1.5047 0.108
H -2.9639 -3.7775 -1.3428 0.124
H 0.5491 -3.3920 -1.4128 0.049
H -0.6666 -4.5042 -2.0859 0.087
H 0.4065 -4.8972 -0.6156 0.085
H -4.1665 -0.4695 0.4415 0.046
H -3.2739 -0.4684 -0.7434 0.000
C 1.8864 1.9315 3.2259 -0.041
C 0.7006 2.7947 3.4168 -0.465
C 0.9963 4.2354 3.6741 -0.192
O 1.7117 4.2930 4.9466 -0.183
C 2.2132 5.5769 5.3442 -0.108
N -0.1805 2.5976 2.2682 0.093
H 1.4511 0.9322 3.2272 0.060
H 2.5271 1.8947 4.1069 0.082
H 2.4386 2.1006 2.3014 0.089
H 0.1388 2.4996 4.3031 0.141
H 0.0907 4.8419 3.6612 0.123
H 1.4379 4.6012 2.7471 0.125
H 2.2562 6.1477 4.4167 0.077
H 3.2196 5.3471 5.6941 0.076
H 1.7640 6.2259 6.0959 0.070
H -0.9039 3.2966 2.1780 0.094
H 0.3792 2.6973 1.4334 0.047
C 3.2920 1.7989 -1.0626 -0.073
C 2.0236 2.7246 -0.8729 -0.280
O 0.9098 1.9832 -0.4845 -0.167
H 4.1665 2.2462 -1.5352 0.053
H 3.0783 0.9365 -1.6940 0.051
H 3.7292 1.3789 -0.1568 0.049
H 1.8411 3.0862 -1.8848 0.115
H 2.1181 3.5316 -0.1463 0.101
H 0.1821 2.4376 -0.9151 -0.027
C -4.6216 0.8780 3.7390 -0.108
C -4.0281 1.9385 2.8591 -0.339
O -3.6298 1.1950 1.7751 -0.141
H -3.8839 0.2753 4.2688 0.062
H -5.2653 0.1533 3.2404 0.074
H -5.1403 1.4311 4.5220 0.053
H -3.1902 2.5140 3.2526 0.103
H -4.8491 2.5424 2.4725 0.121
H -3.7882 1.6606 0.9506 -0.013
```

- Lowest unoccupied orbital energy: 3.78 eV
- Max |F|: 5.0 eV Å⁻¹
- Net charge: -2
- Total energy: -61789.4869 eV
- Energy relative to the best compared isomer or geometry (same formula, charge and spin): 0.0 kcal per mole
- Orbital gap: 3.4 eV
- HOMO energy: 0.36 eV
- 2S+1: 1